ORCA calculation (wB97M-V/def2-TZVPD) on a single C4H4O molecule.

Computed properties:
**ΔE to the lowest compared entry with this formula, charge and spin**: 135.38 kJ/mol
**SMILES string**: CC=C=C=O
**Energy**: -229.9764 Ha
**Largest force on an atom**: 0.0187 hartree/bohr
**LUMO level**: -0.333 eV
**Spin multiplicity**: 1

Each line ends with the Mulliken charge.
CARTESIAN COORDINATES (ANGSTROEM)
C -0.96065 -0.01377 -0.71279  -0.959
C -0.42182 0.37891 0.63475  -0.022
C 0.82800 0.16395 1.03978  -0.642
C 1.93507 -0.36224 0.58768  0.803
O 3.00798 -0.76943 0.35784  -0.395
H -0.79466 0.80767 -1.42249  0.265
H -2.03686 -0.20988 -0.68374  0.299
H -0.43914 -0.89446 -1.09865  0.310
H -1.11792 0.89925 1.29761  0.341



ORCA calculation (wB97M-V/def2-TZVPD) on 2 unconnected molecules or ions with the total composition C2H8OS at a distorted geometry.

Computed properties:
**ΔE to the lowest compared entry with this formula, charge and spin**: 114.96 kJ/mol
**SMILES string**: CCS.O
**Energy**: -554.3741 Ha
**Largest force on an atom**: 0.0882 hartree/bohr
**LUMO level**: 0.593 eV
**Spin multiplicity**: 1

Each line ends with the Mulliken charge.
CARTESIAN COORDINATES (ANGSTROEM)
C 0.74327 -0.91776 -0.89314  -0.959
C 0.05734 0.03228 0.05068  -0.316
S 1.06513 1.64306 -0.11389  -0.281
H 1.75565 -0.72369 -1.05635  0.401
H 0.14106 -0.76166 -1.79993  0.239
H 0.50588 -1.94449 -0.52204  0.256
H -1.04112 0.26124 0.11973  0.313
H 0.05032 -0.45193 1.08014  0.229
H 2.40302 1.36685 0.04646  0.111
O -2.50016 -1.82867 0.81638  -0.616
H -2.58117 -2.78474 1.09471  0.309
H -3.07815 -1.30822 1.38314  0.315



ORCA calculation (wB97M-V/def2-TZVPD) on a molecular structure, C4H8O2 at a distorted geometry.

Computed properties:
**ΔE to the lowest compared entry with this formula, charge and spin**: 443.05 kJ/mol
**Energy**: -307.5437 Ha
**Largest force on an atom**: 0.0835 hartree/bohr
**LUMO level**: 0.068 eV
**Spin multiplicity**: 1

Each line ends with the Mulliken charge.
CARTESIAN COORDINATES (ANGSTROEM)
C -1.48095 -0.28093 -0.38423  -1.088
C -0.17583 0.40529 -0.37351  0.476
O -0.34728 1.52802 0.40172  -0.598
C 0.71767 -0.72571 0.25504  -0.599
C 2.08318 -0.14054 0.45986  -0.048
O 3.10662 -0.70945 0.17515  -0.482
H -2.30731 1.03298 -0.42973  0.172
H -1.58829 -1.09625 -1.12210  0.344
H -1.82502 -0.55297 0.61363  0.414
H 0.21242 0.60138 -1.39400  0.222
H -1.55954 1.69330 0.05911  0.194
H 0.79837 -1.62112 -0.38357  0.287
H 0.31586 -1.01771 1.23694  0.349
H 2.05007 0.88369 0.88568  0.356



ORCA calculation (wB97M-V/def2-TZVPD) on a molecular structure, C29H39N6O5STi.

Computed properties:
**Total charge**: -1
**ΔE to the lowest compared entry with this formula, charge and spin**: 159.82 kJ/mol
**Energy**: -3080.9921 Ha
**Largest force on an atom**: 0.0170 hartree/bohr
**LUMO level (spin up / spin down)**: 2.364 / 2.364 eV
**Spin multiplicity**: 1

Each line ends with the Mulliken charge.
CARTESIAN COORDINATES (ANGSTROEM)
Ti -0.38720 0.00998 -0.04635  -0.858
O 2.26772 -4.89586 1.88938  -0.500
C 1.30471 -4.14609 1.31060  0.431
O 0.17478 -4.11926 1.70110  -0.490
C 1.83592 -3.39263 0.08652  -0.729
O 1.61765 -2.00747 0.17677  0.065
C 2.28101 -1.40813 1.29681  -0.784
C 1.26080 -0.92407 2.31863  0.586
O 1.56975 -0.91925 3.49611  -0.753
O 0.12655 -0.56040 1.81529  -0.514
H 1.85916 -5.31398 2.66272  0.389
H 1.28524 -3.74454 -0.78775  0.469
H 2.90154 -3.60455 -0.04158  0.320
H 2.85769 -0.55937 0.92925  0.360
H 2.95375 -2.12595 1.77008  0.570
N 2.67422 2.94855 -0.25361  -0.131
C 3.44916 2.04610 -0.94936  -0.243
C 4.73420 2.16067 -1.42670  -0.903
C 5.30497 1.05808 -2.09121  -0.554
C 4.58283 -0.10599 -2.23612  -1.262
C 3.26986 -0.22160 -1.74105  0.287
C 2.66952 0.86145 -1.10835  -0.541
N 1.44260 1.00713 -0.50104  2.414
C 1.45396 2.31020 0.07805  -0.784
C 0.43082 2.75399 0.83483  0.549
C 0.19425 3.92185 1.65775  -1.453
S -1.14469 3.54100 2.69503  -0.165
C -1.46696 2.10076 1.89393  -0.408
N -0.65649 1.83014 0.90960  1.132
H 3.03873 3.73601 0.24744  0.304
H 5.29428 3.07776 -1.28627  0.405
H 6.31543 1.12646 -2.47395  0.376
H 5.03317 -0.95818 -2.73167  0.397
H 2.75398 -1.16758 -1.82859  0.438
H 0.99522 4.49226 2.10519  0.206
H -2.32024 1.48747 2.13644  0.183
N -1.00846 1.74484 -1.82214  -0.244
C -0.30890 1.91151 -3.08840  -0.792
C -0.46581 0.65808 -3.94016  -0.907
C 0.40124 -0.47426 -3.42978  -0.704
N -0.03219 -0.95485 -2.09567  0.426
H -2.00603 1.67255 -1.98799  -0.105
H -0.83288 2.53097 -1.20534  0.377
H 0.74866 2.06711 -2.85937  0.299
H -0.65811 2.79358 -3.63870  0.504
H -0.17990 0.86823 -4.97289  0.551
H -1.52041 0.35171 -3.94712  0.159
H 1.43245 -0.13103 -3.36452  0.259
H 0.37312 -1.31756 -4.12874  0.540
H 0.55232 -1.75177 -1.85754  -0.129
H -0.97092 -1.33383 -2.22179  -0.284
C -1.31111 -3.70460 -1.21328  -0.802
C -2.78288 -3.30235 -1.17285  0.241
C -3.26267 -3.37300 0.28441  -1.728
C -3.21292 -1.98482 -1.81341  -0.103
C -3.91793 -2.04863 -3.00509  -0.430
C -4.61851 -0.95724 -3.50474  -1.707
C -4.74107 0.14809 -2.67576  -0.247
C -4.06601 0.26413 -1.46564  -0.538
C -4.55582 1.34183 -0.49997  0.646
C -4.73699 0.77750 0.91346  -1.535
C -3.78037 2.66041 -0.49326  -1.514
C -3.08630 -0.72281 -1.12774  0.685
N -2.07597 -0.54576 -0.24953  1.500
H -0.73608 -3.07214 -0.54038  -0.539
H -0.90706 -3.65997 -2.23005  0.369
H -1.20705 -4.72750 -0.84671  0.666
H -3.32625 -4.06468 -1.74222  0.663
H -2.71783 -2.64707 0.89013  0.137
H -3.07670 -4.36679 0.69791  0.458
H -4.33111 -3.16094 0.35420  0.448
H -3.96057 -2.99644 -3.53424  0.423
H -5.14548 -1.00936 -4.44825  0.342
H -5.43375 0.93931 -2.95016  0.439
H -5.55929 1.58882 -0.86394  0.565
H -3.82208 0.30205 1.26492  0.070
H -5.52246 0.01841 0.91735  0.367
H -5.02024 1.56749 1.61273  0.395
H -2.77381 2.53774 -0.10732  0.128
H -4.28719 3.39005 0.14244  0.511
H -3.72233 3.07778 -1.50226  0.336



ORCA calculation (wB97M-V/def2-TZVPD) on 3 unconnected molecules or ions with the total composition C3H11NO2 at a distorted geometry.

Computed properties:
**ΔE to the lowest compared entry with this formula, charge and spin**: 133.06 kJ/mol
**SMILES string**: C=NCC.O.O
**Energy**: -326.0808 Ha
**Largest force on an atom**: 0.0510 hartree/bohr
**LUMO level**: 0.587 eV
**Spin multiplicity**: 1

Each line ends with the Mulliken charge.
CARTESIAN COORDINATES (ANGSTROEM)
C 2.04129 -0.16332 1.49587  -0.359
N 0.97380 -0.05405 0.83485  -0.323
C 0.52786 1.09403 0.06793  -0.238
C 1.22596 2.41509 0.14465  -1.144
H 2.77204 0.65493 1.48685  0.213
H 2.15501 -1.07859 2.08337  0.262
H 0.37415 0.62552 -0.92396  0.315
H -0.51395 1.14172 0.48731  0.291
H 0.64437 3.01127 -0.55706  0.328
H 1.39647 2.79815 1.15365  0.338
H 2.28647 2.29575 -0.15311  0.321
O -0.48660 -3.43783 -0.48731  -0.642
H 0.27351 -2.93894 -0.81388  0.317
H -0.78669 -2.92513 0.27069  0.321
O -4.55378 -1.16356 -1.94942  -0.637
H -3.93620 -1.86093 -1.74832  0.326
H -4.39372 -0.41413 -1.39212  0.311



ORCA calculation (wB97M-V/def2-TZVPD) on 2 unconnected molecules or ions with the total composition C4H7Br2NO2 at a distorted geometry.

Computed properties:
**ΔE to the lowest compared entry with this formula, charge and spin**: 239.22 kJ/mol
**SMILES string**: [O-]/[N+](O)=C(/Br)CBr.C=C
**Energy**: -5509.6887 Ha
**Largest force on an atom**: 0.0996 hartree/bohr
**LUMO level**: -0.129 eV
**Spin multiplicity**: 1

Each line ends with the Mulliken charge.
CARTESIAN COORDINATES (ANGSTROEM)
O -1.27331 -0.45730 1.59349  -0.730
N -0.07254 -0.37533 1.26749  0.713
O 0.65559 0.64603 1.82606  -0.344
C 0.51604 -1.07440 0.34304  -0.169
Br 2.26366 -0.44369 0.02066  0.001
C -0.15782 -2.24867 -0.30118  -0.681
Br 0.12101 -2.08495 -2.34840  -0.163
H -0.06773 1.00068 2.33754  0.378
H 0.33275 -3.10952 -0.11902  0.443
H -1.15477 -2.23574 -0.12012  0.470
C -0.01957 2.30481 -0.41962  -0.483
C -0.42567 1.18947 -1.03975  -0.322
H 1.05376 2.51072 -0.41736  0.230
H -0.73168 3.11915 -0.07774  0.261
H 0.34317 0.52627 -1.45172  0.077
H -1.38288 0.73248 -1.09334  0.320



ORCA calculation (wB97M-V/def2-TZVPD) on a molecular structure, C19H44CeO2Si4 at a distorted geometry.

Computed properties:
**Total charge**: +2
**Energy**: -2533.4040 Ha
**Largest force on an atom**: 0.0855 hartree/bohr
**LUMO level (spin up / spin down)**: -9.059 / -9.078 eV
**Spin multiplicity**: 1

Each line ends with the Mulliken charge.
CARTESIAN COORDINATES (ANGSTROEM)
Ce -13.59939 -7.64225 0.03228  0.890
C -16.24952 -4.93585 -0.44002  -1.110
O -15.41042 -5.90289 0.27539  -0.173
Si -15.74053 -6.24095 1.95099  0.314
C -17.59881 -6.12813 2.25351  -1.289
C -14.96097 -4.77101 2.85157  -0.923
C -14.94420 -7.93540 2.10439  1.054
Si -14.11316 -8.26783 3.77763  -0.133
C -15.34036 -7.99880 5.21368  -0.965
C -13.42026 -10.03666 3.83888  -1.078
C -12.56810 -7.17013 4.00120  -1.083
Si -15.90959 -9.41925 1.39491  -0.024
C -17.05187 -10.41490 2.53973  -1.218
C -16.92909 -8.84470 -0.10770  -0.204
C -14.61046 -10.66476 0.67925  -1.081
H -16.17859 -3.97112 0.05974  0.327
H -17.27812 -5.28636 -0.44176  0.383
H -15.88420 -4.84308 -1.45675  0.355
H -17.93655 -5.09107 2.22039  0.401
H -17.84268 -6.50678 3.24327  0.376
H -18.20355 -6.67343 1.53901  0.388
H -15.37200 -3.84093 2.45608  0.412
H -13.88084 -4.70342 2.73359  0.028
H -15.16887 -4.78100 3.91983  0.399
H -16.22412 -8.61427 5.07846  0.324
H -15.66432 -6.96961 5.25380  0.326
H -14.87992 -8.25095 6.15840  0.434
H -14.16765 -10.81051 3.71088  0.283
H -12.92677 -10.20059 4.78688  0.442
H -12.69274 -10.17882 3.04156  0.313
H -12.76351 -6.10821 3.90978  0.301
H -11.79965 -7.43537 3.26576  0.260
H -12.13538 -7.34235 4.98396  0.511
H -17.90241 -9.83866 2.88290  0.390
H -16.53257 -10.79333 3.41151  0.377
H -17.42963 -11.27399 1.98306  0.386
H -17.92085 -8.49170 0.17780  0.373
H -16.98899 -9.65984 -0.81475  -0.302
H -16.50294 -8.02514 -0.69825  0.221
H -14.66812 -11.60444 1.23233  0.472
H -13.55319 -10.36007 0.79957  0.390
H -14.77271 -10.81554 -0.38548  0.258
C -17.13871 -11.39860 -2.79797  -0.952
Si -15.64829 -10.79796 -3.80716  0.051
C -16.20414 -10.01612 -5.43879  -0.984
C -14.52844 -12.27592 -4.16976  -1.019
C -14.69025 -9.55069 -2.79749  0.100
C -14.04322 -8.74151 -2.04388  -0.181
H -17.60218 -12.25188 -3.28977  0.411
H -17.89764 -10.62666 -2.71213  0.357
H -16.83767 -11.71776 -1.80719  0.203
H -16.78707 -10.70668 -6.05748  0.325
H -15.33145 -9.73415 -6.03025  0.327
H -16.80224 -9.12968 -5.26678  0.325
H -15.04315 -13.02595 -4.76253  0.323
H -14.18161 -12.74606 -3.25711  0.344
H -13.65874 -11.95518 -4.73203  0.344
C -9.82285 -4.39625 0.32445  -0.662
C -10.90940 -3.77838 -0.56466  -0.646
C -12.19039 -4.36872 0.00677  -0.363
O -11.82586 -5.73505 0.38620  -0.155
C -10.49421 -5.60405 0.99271  -0.560
H -9.49478 -3.69559 1.08985  0.331
H -8.92382 -4.69209 -0.20834  0.306
H -10.78846 -4.11152 -1.59942  0.307
H -10.91456 -2.68658 -0.55723  0.346
H -13.03411 -4.39811 -0.69732  0.412
H -12.51085 -3.86820 0.92822  0.228
H -9.95507 -6.53987 0.82880  0.408
H -10.65666 -5.47451 2.07078  0.267



Question: Look up the spin multiplicity of the first one.
Answer: 1